--- 1 ---
# C5H8NOS

A 2-piece molecular cluster, C5H8NOS overall (ωB97M-V/def2-TZVPD, the Open Molecules 2025 dataset).

## Properties
charge	+1
frontier orbital gap	8.703	eV
molar mass	130.19	g mol⁻¹

```
16
C5H8NOS ωB97M-V/def2-TZVPD
C -1.084 -0.197 1.265
C -0.813 -0.080 2.573
C 1.163 -0.622 1.234
C 0.058 -0.597 0.501
C 0.040 -0.884 -0.875
N 0.698 1.403 -1.781
O -0.962 -1.005 -1.727
S 0.894 -0.240 2.852
H -1.978 -0.220 0.814
H -1.466 0.169 3.245
H 2.079 -0.871 0.603
H 0.848 -1.492 -1.186
H 1.497 1.333 -2.403
H -0.113 1.643 -2.369
H 0.877 2.259 -1.204
H -1.737 -0.600 -1.542
```

--- 2 ---
# C5H8NOS

An isolated ion of composition C5H8NOS and charge +1 (ωB97M-V/def2-TZVPD, the Open Molecules 2025 dataset).

## Properties
charge	+1
frontier orbital gap	8.576	eV
molar mass	130.19	g mol⁻¹

```
16
C5H8NOS ωB97M-V/def2-TZVPD
C 1.090 -1.374 0.059
C 2.445 -1.518 -0.001
C 2.034 0.835 0.263
C -1.666 0.386 -0.533
C -0.669 0.265 0.599
N 0.593 -0.141 0.205
O 1.726 2.133 0.194
S 3.367 -0.114 0.149
H 0.298 -2.138 -0.071
H 2.899 -2.438 -0.412
H -1.149 0.611 -1.500
H -2.289 1.154 -0.319
H -2.055 -0.661 -0.705
H -1.077 -0.478 1.323
H -0.720 1.229 0.961
H 2.520 2.546 0.412
```

Relative energies, kcal/mol: 1 0.0; 2 25.1.

--- 1 ---
# C4H7Br

A 2-piece molecular cluster, C4H7Br overall (ωB97M-V/def2-TZVPD, the Open Molecules 2025 dataset).

## Properties
structure (SMILES)	C=C=CC.Br
frontier orbital gap	9.823	eV
molar mass	135.00	g mol⁻¹

```
12
C4H7Br ωB97M-V/def2-TZVPD
C 1.005 -0.469 -1.951
C 0.293 -0.418 -0.825
C -0.491 -0.657 0.164
C -0.213 -0.229 1.543
H 1.759 -1.193 -2.121
H 0.871 0.291 -2.719
H -1.542 -1.068 -0.059
H -1.162 -0.272 2.080
H 0.452 -0.968 2.140
H 0.188 0.769 1.521
Br 1.603 2.673 0.066
H 2.773 3.472 0.200
```

--- 2 ---
# C4H7Br

The molecule C4H7Br (ωB97M-V/def2-TZVPD, the Open Molecules 2025 dataset).

## Properties
structure (SMILES)	C=C(C)CBr
frontier orbital gap	10.422	eV
molar mass	135.00	g mol⁻¹

```
12
C4H7Br ωB97M-V/def2-TZVPD
C 0.009 0.192 1.766
C 0.037 0.092 0.355
C -0.858 -0.871 -0.315
C 0.702 0.775 -1.076
Br 2.400 1.658 -0.730
H -0.436 -0.516 2.350
H 0.867 0.766 2.133
H -1.684 -0.406 -0.826
H -1.311 -1.413 0.475
H -0.376 -1.529 -1.076
H 0.786 -0.106 -1.584
H -0.136 1.358 -1.472
```

--- 3 ---
# C4H7Br

The molecule C4H7Br (ωB97M-V/def2-TZVPD, the Open Molecules 2025 dataset).

## Properties
structure (SMILES)	C=C(C)CBr
frontier orbital gap	10.672	eV
molar mass	135.00	g mol⁻¹

```
12
C4H7Br ωB97M-V/def2-TZVPD
C 0.354 0.072 1.594
C 0.277 0.044 0.277
C 1.169 -0.611 -0.761
C -1.277 0.542 -0.579
Br -2.459 1.445 0.627
H -0.320 0.655 2.092
H 1.034 -0.454 2.083
H 1.283 0.266 -1.556
H 2.063 -1.115 -0.307
H 0.659 -1.540 -1.166
H -1.240 1.119 -1.408
H -1.543 -0.423 -0.896
```

Relative energies, kcal/mol: 1 0.0; 2 2.9; 3 5.3.

--- 1 ---
# C2H5N3O2S

The molecule C2H5N3O2S (ωB97M-V/def2-TZVPD, the Open Molecules 2025 dataset).

## Properties
structure (SMILES)	[H]/N=C(\NS)ONC=O
frontier orbital gap	9.386	eV
molar mass	135.15	g mol⁻¹

```
13
C2H5N3O2S ωB97M-V/def2-TZVPD
H -2.273 -1.334 0.006
N -1.898 -0.509 0.349
C -0.642 -0.461 0.106
N 0.198 -1.437 -0.563
S 2.034 -1.588 -0.443
O 0.180 0.354 0.891
N -0.604 1.471 1.250
C -1.058 2.182 0.042
O -0.522 1.858 -1.054
H -0.433 -1.930 -1.353
H 2.182 -0.056 -0.914
H -1.205 1.095 2.116
H -1.759 2.936 0.407
```

--- 2 ---
# C2H5N3O2S

The molecule C2H5N3O2S (ωB97M-V/def2-TZVPD, the Open Molecules 2025 dataset).

## Properties
structure (SMILES)	NNC(=O)N(O)C=S
frontier orbital gap	9.200	eV
molar mass	135.15	g mol⁻¹

```
13
C2H5N3O2S ωB97M-V/def2-TZVPD
N 1.476 -0.789 -1.422
N 0.136 -1.481 -1.057
C -0.679 -0.935 -0.214
O -1.870 -1.239 -0.146
N -0.384 0.415 0.566
O 0.734 0.918 -0.018
C -0.984 1.103 1.577
S -0.429 2.540 2.263
H 2.042 -0.953 -0.640
H 1.131 0.311 -1.672
H -0.180 -2.139 -1.749
H 0.748 1.883 0.493
H -1.741 0.367 2.020
```

--- 3 ---
# C2H5N3O2S

The molecule C2H5N3O2S (ωB97M-V/def2-TZVPD, the Open Molecules 2025 dataset).

## Properties
structure (SMILES)	NC(=O)NO/C=N/S
frontier orbital gap	9.525	eV
molar mass	135.15	g mol⁻¹

```
13
C2H5N3O2S ωB97M-V/def2-TZVPD
N 2.992 -1.022 -0.435
C 1.920 -0.223 0.118
O 1.736 -0.152 1.334
N 1.191 0.576 -0.776
O 0.375 1.459 -0.055
C -0.855 0.991 0.139
N -1.255 -0.098 -0.258
S -2.922 -0.552 0.013
H 2.374 -1.780 -1.189
H 3.092 -1.740 0.300
H 1.709 1.202 -1.471
H -1.373 1.763 0.819
H -2.822 -1.872 -0.159
```

Relative energies, kcal/mol: 1 34.7; 2 38.3; 3 0.0.

--- 1 ---
# C10H11N2O2

An isolated ion of composition C10H11N2O2 and charge +1 (ωB97M-V/def2-TZVPD, the Open Molecules 2025 dataset).

## Properties
charge	+1
structure (SMILES)	CCOC(=O)[C@H](C#N)[n+]1ccccc1
frontier orbital gap	9.813	eV
molar mass	191.21	g mol⁻¹

```
25
C10H11N2O2 ωB97M-V/def2-TZVPD
C -3.878 0.626 -0.835
C -3.102 -0.314 0.155
O -1.845 0.429 0.622
C -0.712 -0.216 0.542
O -0.411 -1.312 0.323
C 0.426 0.898 1.018
C 0.024 2.188 0.469
N -0.387 3.203 0.189
N 1.727 0.558 0.582
C 2.355 -0.464 1.163
C 3.619 -0.998 0.781
C 4.270 -0.337 -0.279
C 3.606 0.729 -0.929
C 2.305 1.148 -0.498
H -4.904 0.199 -0.857
H -4.026 1.688 -0.469
H -3.583 0.760 -1.844
H -2.919 -1.362 -0.198
H -3.624 -0.571 0.988
H 0.365 0.963 2.046
H 1.776 -0.886 2.055
H 4.126 -1.736 1.504
H 5.211 -0.459 -0.568
H 3.917 1.299 -1.748
H 1.693 1.858 -0.894
```

--- 2 ---
# C10H11N2O2

An isolated ion of composition C10H11N2O2 and charge +1 (ωB97M-V/def2-TZVPD, the Open Molecules 2025 dataset).

## Properties
charge	+1
frontier orbital gap	9.236	eV
molar mass	191.21	g mol⁻¹

```
25
C10H11N2O2 ωB97M-V/def2-TZVPD
C 2.849 1.473 0.071
C 3.501 0.235 -0.081
C 1.483 1.639 0.145
C 2.771 -0.926 -0.142
C 0.779 0.444 -0.095
C 1.377 -0.788 -0.184
C -0.740 -1.744 0.257
C -2.679 1.188 -0.888
C -2.632 1.193 0.687
C -0.665 0.626 -0.128
N 0.562 -1.901 0.002
N -1.510 -2.811 0.254
O -1.306 0.805 -1.244
O -1.214 1.147 0.944
H 3.542 2.367 0.192
H 4.511 0.091 -0.044
H 1.081 2.531 0.351
H 3.370 -1.795 -0.109
H -3.474 0.552 -1.099
H -3.016 2.237 -1.367
H -2.940 2.180 1.105
H -3.158 0.350 1.243
H 1.145 -2.808 -0.042
H -2.450 -2.579 0.341
H -1.185 -3.708 -0.166
```

Relative energies, kcal/mol: 1 0.0; 2 2.6.